1.
Density functional theory data (wB97M-V/def2-TZVPD) for a structure of composition C10H30CrO9S in a non-equilibrium geometry.

The geometry in XYZ format:
```
51
C10H30CrO9S | the Open Molecules 2025 dataset | wB97M-V/def2-TZVPD
Cr 18.064 -13.665 24.112
S 17.939 -12.470 21.718
O 17.227 -11.274 21.315
O 17.077 -13.352 22.423
O 18.585 -13.162 20.679
O 18.847 -12.243 22.822
C 15.338 -11.262 26.342
C 16.892 -11.382 26.303
O 17.337 -11.996 25.088
H 15.003 -10.346 25.857
H 15.121 -11.147 27.403
H 14.759 -12.049 25.858
H 17.290 -12.050 27.067
H 17.447 -10.448 26.393
H 17.408 -11.260 24.476
C 20.626 -17.086 23.877
C 19.223 -16.510 23.889
O 19.150 -15.389 23.073
H 20.665 -17.969 24.513
H 21.371 -16.421 24.312
H 20.940 -17.424 22.889
H 19.065 -16.296 24.947
H 18.510 -17.225 23.478
H 19.575 -15.740 22.287
C 22.913 -11.921 21.821
C 21.992 -13.071 21.883
O 21.344 -12.981 23.147
H 22.437 -10.974 22.078
H 23.260 -11.743 20.804
H 23.854 -11.970 22.369
H 22.650 -13.928 21.743
H 21.267 -13.106 21.070
H 20.527 -12.512 22.961
C 20.043 -13.646 27.669
C 20.665 -13.116 26.411
O 19.986 -13.694 25.329
H 20.754 -13.672 28.495
H 19.907 -14.727 27.648
H 19.091 -13.135 27.814
H 21.678 -13.507 26.318
H 20.706 -12.028 26.466
H 20.647 -13.759 24.636
C 15.705 -15.121 27.059
C 16.882 -15.538 26.245
O 16.697 -15.106 24.938
H 16.005 -15.187 28.105
H 14.945 -15.871 26.839
H 15.369 -14.093 26.923
H 17.076 -16.599 26.403
H 17.799 -15.124 26.665
H 16.065 -15.749 24.611
```

Calculated values
charge = 0
2S+1 = 5
⟨S²⟩ = 6.012
total energy = -68539.528 eV
HOMO (spin up / spin down) = -7.2 / -8.1 eV
LUMO (spin up / spin down) = 0.031 / 0.020 eV
Kohn-Sham gap (spin up / spin down) = 7.3 / 8.1 eV

Results of the natural (NBO) charge analysis, in e, for atoms 1 through 6: Cr 1.27; S 2.66; O -1.01; O -1.06; O -1.03; O -1.10

2.
Density functional theory data (wB97M-V/def2-TZVPD) for a structure of composition C10H30Cu4O18S2 in a non-equilibrium geometry.

The geometry in XYZ format:
```
64
C10H30Cu4O18S2 | the Open Molecules 2025 dataset | wB97M-V/def2-TZVPD
Cu 10.736 11.653 -0.834
Cu 15.427 10.834 -2.236
Cu 11.684 9.320 -6.349
Cu 13.172 14.768 -3.928
S 12.519 11.454 -3.832
O 12.012 10.714 -4.979
O 11.545 11.474 -2.790
O 13.716 10.908 -3.272
O 12.911 12.792 -4.325
S 13.719 13.338 -0.616
O 14.216 13.986 0.516
O 13.329 14.281 -1.724
O 14.772 12.395 -1.098
O 12.523 12.552 -0.291
C 8.815 9.486 -5.574
C 9.014 7.970 -5.623
O 10.272 7.584 -5.216
O 9.713 10.203 -6.467
H 9.070 9.772 -4.554
H 7.831 9.665 -6.007
H 8.733 7.639 -6.623
H 8.237 7.622 -4.943
H 10.121 6.651 -5.046
H 9.246 10.958 -6.833
C 9.507 8.924 -1.684
C 10.278 8.652 -0.309
O 11.370 9.543 -0.140
O 9.164 10.345 -1.894
H 8.506 8.554 -1.465
H 9.983 8.453 -2.545
H 10.464 7.619 -0.014
H 9.540 8.754 0.486
H 11.851 9.303 0.656
H 8.358 10.336 -2.415
C 17.596 11.327 -4.508
C 16.613 10.227 -4.913
O 16.320 9.299 -3.881
O 17.032 12.067 -3.478
H 17.828 11.952 -5.371
H 18.566 11.021 -4.116
H 16.959 9.571 -5.713
H 15.712 10.564 -5.425
H 15.944 8.547 -4.344
H 17.271 12.978 -3.663
C 14.960 15.671 -6.102
C 13.884 15.016 -6.894
O 12.716 14.974 -6.102
O 15.107 15.147 -4.792
H 14.899 16.757 -6.177
H 15.925 15.581 -6.601
H 14.181 14.057 -7.319
H 13.613 15.582 -7.785
H 11.942 14.644 -6.564
H 16.006 15.380 -4.548
C 12.204 8.813 -9.193
C 12.551 10.365 -9.130
O 12.633 10.687 -7.727
O 11.117 8.281 -8.322
H 13.037 8.211 -8.832
H 12.006 8.707 -10.260
H 11.922 11.027 -9.725
H 13.592 10.447 -9.441
H 12.681 11.645 -7.718
H 10.853 7.486 -8.792
```

Calculated values
charge = +4
2S+1 = 5
⟨S²⟩ = 6.010
total energy = -247893.056 eV
HOMO (spin up / spin down) = -20.3 / -19.8 eV
LUMO (spin up / spin down) = -11.170 / -14.592 eV
Kohn-Sham gap (spin up / spin down) = 9.2 / 5.2 eV

Results of the natural (NBO) charge analysis, in e, for atoms 1 through 6: Cu 1.58; Cu 1.56; Cu 1.66; Cu 1.62; S 2.75; O -1.11

Question: Among the records above, which one has the highest total energy?
Answer: C10H30CrO9S

Question: Which formula does entry 1 have?
Answer: C10H30CrO9S

Question: charge of number 1 (C10H30CrO9S)?
Answer: 0